Entry from the OMol25 dataset: 11 unconnected molecules or ions with the total composition C32H91N5O17 (ωB97M-V/def2-TZVPD).

Calculated values
energy above the lowest of the compared OMol25 structures with the same formula, charge and spin	222.2	kJ/mol
SMILES string	COC[C@H](C)N.COC[C@H](C)N.COC[C@H](C)N.COC[C@H](C)N.COC[C@H](C)N.OCCO.OCCO.OCCO.OCCO.OCCO.OCCO
Kohn-Sham gap	9.80	eV
total energy	-2826.44122	hartree
lowest unoccupied orbital energy	0.415	eV

Positions of all 145 atoms, in Å:
C (-0.021, -4.951, -0.826)
O (0.187, -6.073, 0.115)
C (1.563, -6.238, 0.378)
C (1.961, -7.325, 1.355)
C (1.265, -7.333, 2.717)
N (3.406, -7.294, 1.510)
H (0.362, -4.001, -0.459)
H (-1.102, -4.805, -1.045)
H (0.539, -5.243, -1.695)
H (2.168, -6.429, -0.583)
H (1.818, -5.213, 0.723)
H (1.593, -8.269, 0.790)
H (1.401, -8.337, 3.150)
H (0.198, -7.250, 2.554)
H (1.648, -6.523, 3.371)
H (3.865, -7.715, 0.689)
H (3.536, -7.942, 2.292)
C (-4.228, 3.976, 1.086)
O (-4.836, 2.972, 0.271)
C (-4.097, 1.828, 0.171)
C (-4.925, 0.868, -0.789)
C (-6.024, 0.125, -0.101)
N (-4.113, -0.062, -1.588)
H (-4.943, 4.830, 0.927)
H (-3.264, 4.167, 0.655)
H (-4.031, 3.595, 2.050)
H (-3.083, 1.977, -0.244)
H (-3.952, 1.336, 1.144)
H (-5.397, 1.498, -1.524)
H (-6.753, -0.397, -0.729)
H (-6.569, 0.777, 0.627)
H (-5.607, -0.669, 0.583)
H (-3.920, -0.982, -1.102)
H (-3.183, 0.339, -1.772)
C (-0.708, -1.835, -3.297)
O (-1.013, -0.838, -2.356)
C (-0.014, -0.649, -1.370)
C (-0.316, 0.620, -0.471)
C (-0.434, 1.948, -1.140)
N (0.741, 0.574, 0.573)
H (0.079, -1.441, -4.052)
H (-1.604, -2.167, -3.760)
H (-0.275, -2.759, -2.836)
H (-0.001, -1.506, -0.723)
H (0.964, -0.550, -1.876)
H (-1.227, 0.318, 0.078)
H (-1.154, 1.807, -1.950)
H (0.516, 2.349, -1.479)
H (-0.775, 2.718, -0.383)
H (0.560, 1.260, 1.262)
H (0.911, -0.375, 0.952)
C (2.143, -2.086, 2.826)
O (0.790, -1.980, 2.453)
C (0.118, -3.239, 2.458)
C (-1.304, -3.012, 2.067)
C (-2.100, -2.016, 2.911)
N (-1.894, -4.368, 2.165)
H (2.705, -2.728, 2.144)
H (2.185, -2.461, 3.850)
H (2.626, -1.078, 2.930)
H (0.598, -3.972, 1.746)
H (0.129, -3.683, 3.442)
H (-1.193, -2.607, 1.069)
H (-1.877, -0.985, 2.581)
H (-1.861, -2.151, 3.961)
H (-3.153, -2.301, 2.785)
H (-1.522, -5.001, 1.495)
H (-2.917, -4.364, 2.087)
C (-1.301, 0.402, 6.959)
O (-1.258, 1.766, 6.692)
C (-0.297, 2.112, 5.744)
C (-0.469, 3.567, 5.308)
C (-1.446, 3.686, 4.114)
N (0.765, 4.128, 4.834)
H (-1.497, -0.177, 6.017)
H (-2.102, 0.414, 7.704)
H (-0.359, 0.091, 7.418)
H (0.684, 2.056, 6.261)
H (-0.304, 1.420, 4.881)
H (-0.939, 4.093, 6.144)
H (-0.949, 3.370, 3.196)
H (-1.944, 4.684, 4.039)
H (-2.404, 3.089, 4.287)
H (1.554, 3.954, 5.475)
H (0.639, 5.124, 4.659)
O (1.418, 5.186, 0.966)
C (1.313, 5.637, -0.339)
C (2.599, 5.598, -1.097)
O (2.997, 4.260, -1.331)
H (1.430, 4.275, 0.976)
H (0.409, 5.115, -0.785)
H (1.073, 6.707, -0.382)
H (3.347, 6.222, -0.519)
H (2.510, 6.041, -2.094)
H (3.405, 3.835, -0.584)
O (4.542, 0.068, -1.566)
C (4.675, 0.723, -2.861)
C (3.401, 1.221, -3.460)
O (2.422, 0.218, -3.458)
H (4.118, 0.758, -1.010)
H (5.245, 1.627, -2.801)
H (5.204, 0.038, -3.467)
H (3.697, 1.531, -4.493)
H (3.099, 2.120, -2.940)
H (2.792, -0.575, -3.017)
O (2.522, -2.915, -0.881)
C (3.493, -3.895, -1.388)
C (4.126, -3.223, -2.593)
O (3.126, -2.713, -3.495)
H (2.907, -2.084, -0.561)
H (4.185, -4.140, -0.644)
H (2.855, -4.744, -1.673)
H (4.899, -3.894, -3.119)
H (4.767, -2.388, -2.210)
H (2.329, -2.697, -2.948)
O (2.078, 2.673, 2.501)
C (3.421, 2.765, 2.477)
C (4.030, 1.880, 1.376)
O (3.282, 2.045, 0.156)
H (1.668, 3.098, 3.317)
H (3.766, 3.855, 2.424)
H (3.875, 2.397, 3.408)
H (4.084, 0.835, 1.658)
H (5.046, 2.131, 1.243)
H (2.421, 1.600, 0.189)
O (-1.489, 2.264, -4.291)
C (-0.180, 2.192, -4.706)
C (0.485, 3.575, -4.792)
O (0.684, 4.305, -3.547)
H (-1.960, 1.395, -4.241)
H (0.351, 1.599, -4.010)
H (-0.122, 1.663, -5.706)
H (-0.117, 4.243, -5.450)
H (1.485, 3.392, -5.269)
H (1.204, 3.721, -2.944)
O (-3.979, 0.203, -4.390)
C (-4.610, 1.432, -4.794)
C (-6.070, 1.310, -5.025)
O (-6.380, 0.254, -5.959)
H (-4.064, 0.053, -3.450)
H (-4.457, 2.179, -3.998)
H (-4.118, 1.810, -5.695)
H (-6.583, 2.174, -5.343)
H (-6.528, 0.982, -4.083)
H (-5.689, -0.400, -5.854)